No. 1
Entry from the OMol25 dataset: a structure of composition C34H42MnNO4 at a distorted geometry (ωB97M-V/def2-TZVPD).

Output
- expectation value of S² = 8.76
- HOMO energy (spin up / spin down) (Ha) = -0.1439 / -0.1532
- largest force on an atom (Eh/bohr) = 0.0709
- charge = -1
- spin multiplicity = 6
- energy (a.u.) = -2827.39066

Each line ends with the Mulliken charge.
Atoms and positions in Å:
Mn (-1.399156, -1.441392, -1.500718)  0.206
O (1.985944, 2.994062, -3.421323)  -0.498
O (1.048516, 0.672736, 2.449698)  -0.554
O (-0.997579, -0.136085, -4.659920)  -0.400
O (1.804096, 2.430220, 3.719996)  -0.803
N (-0.077287, -0.842767, 4.586274)  0.104
C (-0.801822, -0.220788, -6.892110)  -0.848
C (-0.162455, -2.912446, -2.482066)  -0.099
C (4.549717, 0.557375, 5.588514)  -1.544
C (3.090907, -2.397186, 3.670836)  -0.751
C (-0.263902, -2.770866, -0.179304)  -0.479
C (-2.717598, 0.261508, -0.868302)  -0.588
C (0.598333, -1.726255, -0.626438)  -0.751
C (3.567173, -0.462162, 5.071581)  0.815
C (-3.546582, -0.680685, -1.550747)  -0.616
C (-1.953217, -2.100796, -5.666437)  -1.600
C (-1.900476, 0.368868, 5.576384)  -0.264
C (1.731701, -2.173241, 3.822916)  -0.673
C (-2.588638, 1.549953, 5.792395)  -0.546
C (-0.982244, 2.747371, 4.431691)  -0.762
C (1.284399, -1.083991, 4.586399)  0.041
C (1.097506, 2.088541, -2.753017)  0.257
C (0.583657, -1.845615, -5.565907)  -1.594
C (-0.778361, -3.473410, -1.312922)  -1.425
C (0.994288, 1.526738, 3.351194)  0.231
C (-0.747391, 0.369263, 4.787569)  -0.430
C (-2.148739, 2.741086, 5.189433)  -0.478
C (-0.344336, 2.666545, -2.796381)  0.242
C (1.738809, 0.517742, 6.503565)  -1.607
C (-0.295196, 1.557411, 4.194647)  1.084
C (-3.388045, -1.959467, -0.904473)  -0.768
C (-0.762054, -1.165942, -5.680156)  1.628
C (4.007483, -1.541648, 4.300184)  -0.844
C (0.673302, -1.809999, -2.058378)  -0.554
C (-2.576726, -1.748768, 0.265905)  -0.447
C (-0.192325, 4.058145, -3.454943)  -0.667
C (2.201531, -0.347280, 5.375649)  1.268
C (-1.113765, 0.805090, -5.819631)  -0.368
C (-2.104870, -0.388059, 0.256926)  -0.417
C (1.234458, 4.078245, -4.014690)  -0.479
H (1.157985, -1.043491, 0.018032)  0.545
H (-4.260075, -0.465916, -2.347143)  0.493
H (-3.480379, 1.514209, 6.418628)  0.349
H (1.253961, 3.928337, -5.116390)  0.232
H (-0.665541, -1.612780, 4.273067)  0.260
H (-0.409013, -3.050904, 0.862242)  0.654
H (-1.435080, -4.345851, -1.310080)  0.443
H (-0.929943, 4.223175, -4.240472)  0.266
H (4.593807, 0.540068, 6.687482)  0.328
H (-0.922812, 1.988747, -3.440465)  -0.193
H (-3.933916, -2.865933, -1.172466)  0.458
H (1.140259, 1.131861, -3.292123)  -0.299
H (-1.975184, -2.692890, -6.582345)  0.387
H (-2.700698, 3.666788, 5.364935)  0.361
H (-1.606830, -0.450777, -7.596420)  0.353
H (0.151977, -0.038463, -7.388488)  0.317
H (0.825108, 0.111152, 6.968016)  0.300
H (-0.580890, 3.686232, 4.042371)  0.415
H (2.517768, 0.552604, 7.281751)  0.589
H (-2.219523, -0.596912, 5.978687)  0.371
H (1.558858, 1.559578, 6.179725)  0.188
H (-1.453518, 0.088830, 0.994906)  0.532
H (0.997816, -2.805621, 3.320981)  0.292
H (3.462735, -3.228762, 3.072636)  0.363
H (-0.805986, 2.748161, -1.812154)  0.257
H (-2.678619, 1.330899, -1.063110)  0.638
H (1.422162, 1.939240, -1.702633)  0.280
H (0.870268, -2.225229, -6.548873)  0.457
H (-0.226244, -3.348199, -3.472241)  0.896
H (-2.124375, 1.223818, -5.976774)  0.213
H (1.365806, -1.155726, -5.227727)  0.275
H (-1.875831, -2.761034, -4.799705)  0.221
H (1.800900, 5.011514, -3.798259)  0.318
H (-0.295520, 4.804382, -2.668132)  0.315
H (-2.881323, -1.521378, -5.603851)  0.404
H (5.541258, 0.312308, 5.193306)  0.401
H (-0.351498, 1.594108, -5.751929)  0.160
H (1.358308, -1.266468, -2.705453)  0.674
H (4.299737, 1.582432, 5.263077)  0.229
H (5.086283, -1.670061, 4.198371)  0.304
H (-2.448005, -2.459510, 1.079413)  0.643
H (0.506735, -2.694586, -4.894321)  0.288

Forces on atoms 1 to 6 (eV/Å):
Mn -0.12 2.27 -2.85
O -0.81 0.63 0.13
O 0.16 0.25 -0.22
O 0.14 0.91 -2.42
O -0.25 -0.96 -0.69
N -0.62 -0.93 0.51


No. 2
Entry from the OMol25 dataset: a structure of composition C5H10NO at a distorted geometry (ωB97M-V/def2-TZVPD).

Output
- HOMO energy (Ha) = -0.0999
- largest force on an atom (Eh/bohr) = 0.0745
- relative energy (zero: lowest compared OMol25 entry of this formula, charge and spin) (eV) = 0.375
- charge = -1
- energy (a.u.) = -326.47152

Each line ends with the Mulliken charge.
Atoms and positions in Å:
O (-0.156590, -1.160642, -1.810746)  -0.743
N (-1.487308, 0.553549, -0.752184)  -0.485
C (-0.781335, 0.818237, 0.371427)  0.538
C (0.015842, -0.314094, 0.966462)  -0.722
C (-0.957275, 2.040442, 0.986728)  -1.127
C (1.271237, -0.534747, 0.138146)  -0.725
C (0.944425, -1.450250, -1.142684)  -0.380
H (-1.680389, 2.756297, 0.666821)  0.279
H (1.642019, 0.351265, -0.375618)  0.321
H (2.097881, -0.947298, 0.733183)  0.344
H (0.251367, 0.030012, 1.983335)  0.248
H (-0.499905, -1.274248, 1.115488)  0.292
H (-2.243623, 1.096279, -1.117856)  0.090
H (-0.906733, -0.299850, -1.315854)  0.365
H (0.953456, -2.493215, -0.642296)  0.185
H (-0.400877, 2.294227, 1.863462)  0.271
H (1.937806, -1.465964, -1.667815)  0.247

Forces on atoms 1 to 6 (eV/Å):
O 0.14 -0.46 -1.23
N 0.76 -1.94 -0.01
C -3.16 2.00 0.11
C 1.01 1.04 0.44
C 1.02 -1.32 0.55
C -0.08 -0.65 -1.67


No. 3
Entry from the OMol25 dataset: a structure of composition C24H18BrCl2FN4O6S2Ti (ωB97M-V/def2-TZVPD).

Output
- HOMO energy (Ha) = -0.2754
- largest force on an atom (Eh/bohr) = 0.0171
- relative energy (zero: lowest compared OMol25 entry of this formula, charge and spin) (eV) = 0.000
- energy (a.u.) = -6836.20493

Each line ends with the Mulliken charge.
Atoms and positions in Å:
Br (-1.914541, -3.059108, -1.340219)  -0.107
Ti (-0.472706, 0.139510, -0.370753)  0.094
Cl (-5.118703, -0.034396, -2.021429)  -0.225
Cl (-3.750905, 4.406579, -4.737733)  -0.261
S (1.476643, 0.830916, 0.789822)  -0.160
S (-1.481113, 1.622066, 1.234134)  -0.329
F (1.235605, -4.531175, 1.357351)  -0.456
O (3.013674, -3.043871, 2.904459)  -0.641
O (1.372029, -0.169823, -3.417151)  -0.609
O (-2.243439, -4.531772, 3.557284)  -0.558
O (-2.216870, 0.044423, -1.125615)  -0.126
O (0.762395, -0.887505, -1.383488)  -0.138
O (4.468338, -0.845376, -0.797570)  -0.631
N (-0.917729, -1.695162, 0.873397)  0.727
N (3.804944, -2.056308, 1.009219)  0.022
N (-0.453517, 1.795874, -1.757035)  0.715
N (2.879847, -2.458810, -1.089041)  0.095
C (-1.595242, -2.778480, 0.499059)  -0.020
C (-3.311839, 3.114942, -3.664147)  0.722
C (3.759836, -1.707038, -0.329149)  0.296
C (-4.245225, 2.188874, -3.307104)  -0.667
C (-1.052483, -2.482929, 3.135435)  -0.715
C (1.512179, -0.896592, -2.468811)  0.669
C (-2.071748, -3.737647, 1.366214)  -0.678
C (2.057449, -3.625347, 0.806798)  0.426
C (-3.911842, 1.125668, -2.437202)  0.386
C (2.030147, -3.369788, -0.499791)  0.021
C (-1.791222, -3.585600, 2.717323)  0.907
C (0.506746, 2.639627, -2.057580)  -0.202
C (2.587634, -1.989570, -2.434502)  -1.244
C (2.958048, -2.910136, 1.703064)  0.365
C (-1.684941, 1.981687, -2.308489)  0.648
C (1.057051, 1.951993, 2.056547)  0.372
C (-0.931225, 3.934225, -3.474328)  -0.768
C (-1.981447, 3.040760, -3.172205)  -0.336
C (-0.654184, -1.571935, 2.189675)  -0.691
C (-0.660570, 3.229211, 3.342265)  -1.546
C (2.174165, 2.484993, 2.910930)  -1.715
C (-0.234042, 2.284944, 2.249227)  0.920
C (0.302591, 3.727552, -2.923880)  -1.221
C (-2.643789, 1.007561, -1.934088)  -0.224
H (-0.083715, -0.696673, 2.467833)  0.343
H (1.467823, 2.455623, -1.595303)  0.540
H (3.143242, 2.301070, 2.450436)  0.447
H (-0.783153, -2.334486, 4.172295)  0.358
H (-5.253901, 2.255974, -3.688730)  0.449
H (-0.439466, 2.816274, 4.329952)  0.294
H (-1.113671, 4.767458, -4.138889)  0.431
H (-2.623129, -4.591937, 1.006176)  0.492
H (-1.962972, -4.334910, 4.458751)  0.313
H (1.130426, 4.387633, -3.137768)  0.414
H (2.250818, -2.836516, -3.033317)  0.389
H (3.494899, -1.595166, -2.881386)  0.386
H (-1.728366, 3.431137, 3.292727)  0.444
H (2.181484, 2.011310, 3.896689)  0.295
H (4.425932, -1.491963, 1.571452)  0.257
H (-0.133926, 4.183505, 3.267192)  0.309
H (1.333950, -3.872180, -1.157075)  0.366
H (2.073738, 3.560800, 3.068094)  0.359

Forces on atoms 1 to 6 (eV/Å):
Br 0.08 -0.02 0.01
Ti 0.10 0.02 0.87
Cl 0.01 0.00 0.01
Cl 0.00 -0.01 0.01
S -0.09 -0.09 -0.16
S 0.11 -0.27 -0.19


No. 4
Entry from the OMol25 dataset: a cluster of 2 separate species, C11H14N2O in total at a distorted geometry (ωB97M-V/def2-TZVPD).

Output
- HOMO energy (Ha) = -0.3018
- SMILES = Cc1ccc(O)cc1.Cc1c[nH]cn1
- largest force on an atom (Eh/bohr) = 0.1456
- relative energy (zero: lowest compared OMol25 entry of this formula, charge and spin) (eV) = 4.288
- energy (a.u.) = -612.19316

Each line ends with the Mulliken charge.
Atoms and positions in Å:
O (3.512808, -2.933286, -1.049053)  -0.508
N (-0.784129, 1.532138, 2.106366)  -0.586
N (1.207225, 2.736973, 2.228687)  -0.100
C (1.393865, -3.509827, -1.632666)  -0.322
C (0.609944, 1.497018, 2.195044)  -0.223
C (0.112889, 3.681018, 2.149714)  -0.486
C (-0.024533, -3.279438, -1.815822)  -0.364
C (0.461794, -0.819472, -1.505432)  -0.689
C (-0.458517, -2.003355, -1.697858)  0.752
C (-2.476508, 3.456087, 1.772329)  -1.043
C (1.809826, -1.035320, -1.230787)  -0.700
C (-1.978433, -1.862013, -1.787779)  -1.181
C (-1.087434, 2.897247, 2.106281)  0.587
C (2.179101, -2.471236, -1.146699)  0.268
H (4.099166, -2.427297, -0.471322)  0.314
H (-0.753609, -4.191346, -2.008002)  0.175
H (-2.072196, -0.882947, -2.374378)  0.306
H (0.223721, 4.755322, 2.199881)  0.379
H (0.000601, 0.113126, -1.396990)  0.393
H (1.521880, -4.583742, -1.808471)  0.327
H (1.213237, 0.508201, 2.045673)  0.311
H (-2.796143, 2.716503, 1.024271)  0.280
H (-3.016950, 3.751149, 2.565052)  0.332
H (2.460834, -0.340145, -0.971860)  0.622
H (-2.411534, 4.404428, 1.189489)  0.297
H (-2.570617, -2.016065, -0.869028)  0.269
H (-2.511832, -2.620500, -2.440553)  0.332
H (2.135545, 2.926780, 2.623913)  0.257

Forces on atoms 1 to 6 (eV/Å):
O -0.23 0.68 0.43
N 3.58 1.44 0.04
N -2.46 0.45 0.22
C -3.43 0.11 0.36
C -1.73 -1.39 -0.60
C -0.85 -2.67 0.61